[1]
74
Properties=species:S:1:pos:R:3 method="wB97M-V/def2-TZVPD" de_lowest_kj_mol=406.8 homo_energy_ev="-14.1 / -14.2" spin_multiplicity=2 total_charge=+2 gap_ev="7.3 / 7.4" lumo_ev="-6.82 / -6.76" s_squared=0.761
Re 0.38 -0.55 0.74
O 0.05 1.35 1.77
C -0.24 1.58 2.96
C -0.63 0.59 3.91
C -0.97 0.99 5.21
C -1.38 0.03 6.10
C -1.47 -1.31 5.75
C -1.14 -1.72 4.47
C -0.72 -0.77 3.56
O -0.37 -1.22 2.32
N -1.73 0.44 7.48
O -1.68 1.63 7.72
O -2.03 -0.44 8.25
H -0.21 2.63 3.29
H -0.92 2.02 5.52
H -1.80 -2.03 6.50
H -1.21 -2.76 4.17
C 3.39 2.33 0.12
C 2.54 1.24 -0.44
O 2.15 0.33 0.36
N 2.22 1.19 -1.71
C 1.93 2.38 -2.50
C 0.41 2.44 -2.57
C -0.31 3.48 -3.46
C -1.48 4.19 -2.72
C -1.31 4.34 -1.25
C -0.73 3.38 -0.54
N -0.21 2.23 -1.23
H 3.77 2.02 1.08
H 2.77 3.22 0.27
H 4.20 2.59 -0.56
H 1.66 0.38 -1.97
H 2.40 2.33 -3.48
H 2.30 3.26 -1.99
H 0.32 4.08 -4.12
H -1.74 5.13 -3.19
H -1.66 5.24 -0.76
H -0.59 3.41 0.53
C 2.73 -2.58 1.87
Si 1.87 -3.43 0.45
C 0.96 -4.92 1.08
C 3.03 -3.81 -0.95
N 0.65 -2.22 -0.14
C -0.19 -2.46 -1.26
C -0.38 -3.69 -1.87
C -1.27 -3.80 -2.93
C -1.96 -2.69 -3.38
C -1.78 -1.45 -2.79
C -0.88 -1.36 -1.75
O -0.57 -0.15 -1.06
C -1.06 1.17 -1.71
C -2.52 1.29 -1.49
C -3.17 2.20 -2.22
C -2.46 3.03 -3.23
C -1.26 2.36 -3.96
C -0.48 1.31 -3.12
H 3.53 -3.25 2.20
H 2.06 -2.45 2.72
H 3.19 -1.63 1.62
H 1.60 -5.45 1.79
H 0.68 -5.64 0.31
H 0.05 -4.63 1.62
H 3.87 -4.40 -0.58
H 3.45 -2.90 -1.40
H 2.56 -4.39 -1.75
H 0.13 -4.56 -1.50
H -1.43 -4.77 -3.39
H -2.66 -2.79 -4.20
H -2.34 -0.59 -3.15
H -3.01 0.68 -0.75
H -4.23 2.35 -2.08
H -3.17 3.45 -3.95
H -1.39 2.12 -5.01
H -0.12 0.42 -3.64


[2]
26
Properties=species:S:1:pos:R:3 method="wB97M-V/def2-TZVPD" de_lowest_kj_mol=169.3 smiles=CCc1ccccc1.CC homo_energy_ev=-8.8 total_charge=0 gap_ev=9.8 lumo_ev=1.01
C -3.09 1.34 -0.94
C -1.83 2.32 -1.28
C -0.66 1.59 -0.89
C 0.30 1.14 -1.79
C 1.52 0.64 -1.36
C 1.72 0.36 -0.01
C 0.73 0.69 0.91
C -0.43 1.33 0.45
H -3.51 1.81 -0.04
H -2.99 0.25 -0.79
H -3.91 1.45 -1.57
H -1.65 2.50 -2.37
H -2.02 3.37 -0.80
H -0.06 1.18 -2.86
H 2.29 0.26 -2.04
H 2.56 -0.20 0.41
H 0.90 0.43 1.99
H -1.23 1.56 1.21
C 1.18 -2.78 0.71
C 1.63 -2.71 2.22
H 2.03 -2.49 0.06
H 0.98 -3.82 0.41
H 0.26 -2.16 0.44
H 1.53 -3.54 2.80
H 1.08 -2.09 2.87
H 2.67 -2.43 2.25